Model a:
C4H6N2O3 in the gas phase. Source: OMol25; level of theory: ωB97M-V with the def2-TZVPD basis set.

* HOMO energy: -8.291 eV
* Kohn-Sham gap: 8.58 eV
* multiplicity: 1

The geometry in XYZ format:
```
15
C4H6N2O3 ωB97M-V with the def2-TZVPD basis set
C 0.96771 -1.31571 -0.22169
C -0.57071 1.17436 1.07057
C 0.59253 0.11845 -0.52149
C -0.45808 -1.06684 0.04641
N 0.57660 0.61165 -1.78856
O -0.45492 1.16234 2.41138
N -1.51686 -1.73091 0.02384
O -1.51063 1.62345 0.48344
O 0.74473 1.06390 0.49224
H 0.44837 0.93138 2.67013
H -0.17556 0.36110 -2.41682
H 0.84089 1.57972 -1.91630
H -2.34886 -1.13835 0.10041
H 1.24843 -1.93041 -1.07349
H 1.61635 -1.44415 0.63994
```

***

Model b:
C4H6N2O3 in the gas phase. Source: OMol25; level of theory: ωB97M-V with the def2-TZVPD basis set.

* HOMO energy: -8.986 eV
* Kohn-Sham gap: 9.30 eV
* multiplicity: 1

The geometry in XYZ format:
```
15
C4H6N2O3 ωB97M-V with the def2-TZVPD basis set
N -1.09447 -1.45894 1.72087
C -1.02114 -2.53783 0.93286
C -0.72810 -3.81421 1.32688
C -0.20358 -4.70561 0.30359
O -0.73912 -5.71658 -0.11406
N -0.08977 -2.93956 -1.23707
C -1.00026 -2.22179 -0.55770
O -1.85705 -1.50966 -1.05340
H -1.21356 -0.53539 1.32882
H -0.99159 -1.53286 2.72333
H -0.64318 -4.06781 2.38405
H -0.31542 -3.35499 -2.13183
H 1.06904 -3.19374 -0.94083
O 1.38863 -4.63811 0.08398
H 1.78125 -4.08355 0.76732
```

***

The most stable arrangement is model b, and the next structure is 108.5 kJ/mol less stable.

***

Model a:
A molecular structure, C7H14NOS. Source: OMol25; level of theory: ωB97M-V with the def2-TZVPD basis set.

* total charge: +1
* HOMO energy: -13.152 eV
* Kohn-Sham gap: 8.55 eV
* multiplicity: 1

The geometry in XYZ format:
```
24
C7H14NOS ωB97M-V with the def2-TZVPD basis set
C -1.52184 -0.45249 -0.70030
C 1.19664 -0.97583 0.96197
C 0.77850 0.38821 1.51081
C -0.36865 0.39053 -0.56501
C 1.31385 -0.97866 -0.47384
C -1.60450 -1.23819 -1.99144
C -0.54636 2.33028 1.10803
N -0.35488 0.92652 0.79636
O -2.28450 -0.53839 0.29035
S 2.82610 -0.28886 -1.05005
H 2.10086 -1.22166 1.44888
H 0.52100 -1.58395 1.41498
H 0.67621 0.38410 2.70750
H 1.71789 0.93787 1.32165
H -0.01699 0.95460 -1.45113
H 1.12620 -2.01196 -0.81564
H -2.13411 -0.69539 -2.71666
H -2.15226 -2.22018 -1.83467
H -0.47339 -1.38743 -2.31330
H -0.61360 2.42164 2.22438
H 0.15096 2.92489 0.59198
H -1.49425 2.58839 0.64293
H -1.35306 0.14966 1.09283
H 2.51021 -0.80371 -2.20061
```

***

Model b:
A gas-phase ion, C7H14NOS (charge +1). Source: OMol25; level of theory: ωB97M-V with the def2-TZVPD basis set.

* total charge: +1
* HOMO energy: -13.423 eV
* Kohn-Sham gap: 8.52 eV
* multiplicity: 1

The geometry in XYZ format:
```
24
C7H14NOS ωB97M-V with the def2-TZVPD basis set
C -2.85858 -1.12914 -0.20132
C -1.02559 0.89348 1.21701
C -2.11016 -0.01438 -0.92650
C 0.27044 0.44078 0.52210
C 1.21256 -0.19980 1.53474
C 0.91771 1.50020 -0.27354
C 0.53772 -1.05900 -1.56607
N -0.24919 -0.55764 -0.47999
O -2.57174 -1.40873 0.93505
S -2.09748 1.54447 -0.10605
H -3.71302 -1.51148 -0.75339
H -1.68321 0.19039 1.70969
H -0.87977 1.71120 1.87759
H -2.17989 -0.01484 -2.05598
H 0.68503 -1.16248 1.99516
H 1.46632 0.41476 2.44355
H 2.17982 -0.46010 1.21230
H 1.94604 1.25094 -0.81286
H 1.36007 2.36373 0.30959
H 0.23418 1.90945 -1.07247
H 1.08271 -0.31026 -2.01437
H 1.22294 -1.79948 -1.33039
H -0.12056 -1.49995 -2.24291
H -0.35250 -1.47571 -0.00912
```

***

Model c:
2 unconnected molecules or ions with the total composition C7H14NOS. Source: OMol25; level of theory: ωB97M-V with the def2-TZVPD basis set.

* total charge: +1
* HOMO energy (alpha / beta): -11.594 / -12.944 eV
* Kohn-Sham gap (alpha / beta): 5.67 / 7.74 eV
* multiplicity: 1

The geometry in XYZ format:
```
24
C7H14NOS ωB97M-V with the def2-TZVPD basis set
C -2.51852 -0.38060 0.15837
C 2.82178 1.55353 1.24687
C 2.25785 2.91088 1.83060
C 1.70040 1.71017 2.19761
C -0.50971 -0.40592 -2.56402
C -0.72239 -2.26368 -1.02305
C -0.46675 -0.75130 -1.09462
N -1.30399 0.06439 -0.24409
O 0.42883 1.84970 -0.61947
S -0.63999 1.61675 0.27354
H -3.10433 0.16394 0.80328
H -2.95629 -1.26309 -0.28485
H 2.52982 1.49346 0.20584
H 3.81598 1.25632 1.59448
H 2.87978 3.44002 2.52698
H 1.87714 3.61527 1.18715
H 1.44037 1.04342 2.96127
H -0.31687 0.67691 -2.88014
H 0.26642 -1.11272 -2.95702
H -1.52039 -0.56253 -2.97309
H -0.12281 -2.72099 -1.84180
H -1.77699 -2.52088 -1.05943
H -0.35487 -2.63230 -0.05106
H 0.57224 -0.60706 -0.70919
```

***

The most stable arrangement is model b, and the next structure is 65.9 kJ/mol less stable.

***

Model a:
2 unconnected molecules or ions with the total composition C4H5ClN2O. Source: OMol25; level of theory: ωB97M-V with the def2-TZVPD basis set.

* HOMO energy: -8.957 eV
* Kohn-Sham gap: 9.49 eV
* multiplicity: 1

The geometry in XYZ format:
```
13
C4H5ClN2O ωB97M-V with the def2-TZVPD basis set
C 2.02313 0.20199 0.25144
C -0.31346 -1.43350 0.10709
C -2.11462 0.32793 -0.18202
C 1.08221 0.92870 -0.18039
N 2.94582 -0.28793 0.86220
N -1.36162 -0.91686 -0.11806
O 0.63188 -2.09965 0.15939
Cl 0.98184 1.63648 -1.76172
H -2.37962 0.71359 0.74539
H -1.63041 1.15621 -0.71147
H -3.10692 0.06277 -0.56839
H 0.14835 0.92870 0.40523
H 3.09342 -1.21841 0.99132
```

***

Model b:
C4H5ClN2O in the gas phase. Source: OMol25; level of theory: ωB97M-V with the def2-TZVPD basis set.

* HOMO energy: -8.753 eV
* Kohn-Sham gap: 9.26 eV
* multiplicity: 1

The geometry in XYZ format:
```
13
C4H5ClN2O ωB97M-V with the def2-TZVPD basis set
C 0.32471 -1.67277 0.14514
C 0.00180 -1.00393 -1.02008
C 0.05206 0.14508 1.47469
C 0.28893 1.06342 0.22354
N 0.14536 -1.10536 1.38194
N -0.23028 0.39993 -0.89222
O -0.22483 2.32035 0.25476
Cl 2.24050 1.23732 0.08513
H 0.35014 -2.68318 0.06828
H -0.01020 -1.40517 -2.11434
H 0.04059 0.53867 2.40069
H -0.53170 0.93677 -1.73822
H 0.26682 2.73628 1.04022
```

***

Model c:
C4H5ClN2O in the gas phase. Source: OMol25; level of theory: ωB97M-V with the def2-TZVPD basis set.

* HOMO energy: -9.296 eV
* Kohn-Sham gap: 9.90 eV
* multiplicity: 1

The geometry in XYZ format:
```
13
C4H5ClN2O ωB97M-V with the def2-TZVPD basis set
C -0.27189 -1.09074 -0.79587
C 0.91540 -1.88805 0.75489
C 0.43311 -0.07428 -0.18824
C 0.25971 1.44115 -0.29605
N 0.16880 -2.25920 -0.25674
N -1.27932 1.89574 0.21061
O 1.15336 -0.59330 0.80562
Cl -1.62695 0.71427 1.52533
H -0.84576 -1.12209 -1.63874
H 1.69086 -2.52008 1.18183
H 1.08225 1.88423 0.38752
H 0.28302 1.95880 -1.20712
H -1.96259 1.65355 -0.48303
```

***

The most stable arrangement is model b, and the next structure is 98.9 kJ/mol less stable.